{"formula": "C21H46N5O23", "method": "ωB97M-V with the def2-TZVPD basis set", "symbols": ["C", "C", "O", "N", "H", "H", "C", "H", "H", "H", "H", "H", "H", "C", "C", "O", "N", "H", "H", "C", "H", "H", "H", "H", "H", "H", "C", "C", "O", "N", "H", "H", "C", "H", "H", "H", "H", "H", "H", "C", "C", "O", "N", "H", "H", "C", "H", "H", "H", "H", "H", "H", "C", "C", "O", "N", "H", "H", "C", "H", "H", "H", "H", "H", "H", "O", "C", "O", "O", "H", "O", "C", "O", "O", "H", "O", "C", "O", "O", "H", "O", "C", "O", "O", "H", "O", "C", "O", "O", "H", "O", "C", "O", "O", "H"], "positions_angstrom": [[-5.09202, 0.84774, 3.61909], [-5.65146, 1.67492, 2.47649], [-6.44846, 2.56797, 2.64985], [-4.79252, 1.53193, 1.20957], [-4.58225, 0.55726, 1.04862], [-5.41719, 1.82454, 0.47183], [-3.42954, 2.29678, 1.26821], [-5.30000, 0.94223, 4.68488], [-4.00402, 0.90431, 3.58488], [-5.34407, -0.15523, 3.27465], [-3.74629, 3.33338, 1.38323], [-3.00874, 2.14229, 0.27465], [-2.74883, 1.82393, 1.97614], [0.59262, -2.99772, -3.03717], [2.05471, -3.15255, -2.61081], [2.83962, -3.84234, -3.30972], [2.56555, -2.29317, -1.38406], [3.21769, -1.59540, -1.71259], [1.79081, -1.79880, -0.96516], [3.31478, -2.99759, -0.30091], [0.51783, -2.07394, -3.61087], [-0.02950, -2.96916, -2.14260], [0.13841, -3.77554, -3.65100], [4.02532, -3.65930, -0.79627], [2.72207, -3.49131, 0.46918], [3.81144, -2.18069, 0.22264], [3.31930, -0.09919, -6.21585], [2.04652, 0.09935, -5.35934], [1.11416, -0.61741, -5.58192], [1.99832, 1.13136, -4.15619], [2.65082, 0.90279, -3.41992], [2.19839, 1.96979, -4.68260], [0.67528, 1.44587, -3.45285], [3.14015, 0.11180, -7.27012], [3.75461, -1.08360, -6.04396], [4.10691, 0.58977, -5.91072], [0.49217, 0.63610, -2.74656], [-0.11217, 1.51436, -4.20341], [0.70907, 2.36798, -2.87261], [3.90909, 2.77301, -0.64189], [3.25057, 3.76330, 0.28085], [3.79894, 4.57619, 0.90696], [1.67703, 3.73613, 0.33226], [1.38539, 4.56580, -0.16442], [1.27119, 2.99059, -0.21507], [1.13375, 3.72620, 1.76019], [4.11300, 1.95630, 0.05058], [4.86934, 3.18469, -0.95259], [3.36901, 2.37367, -1.50034], [1.36143, 2.87018, 2.39540], [0.04696, 3.76261, 1.68481], [1.41305, 4.65043, 2.26604], [-1.28054, -3.36088, 3.88486], [-0.36495, -2.16008, 4.16993], [0.18275, -2.17087, 5.28846], [-0.07564, -1.15459, 3.06085], [0.82495, -1.45618, 2.71722], [-0.68984, -1.05765, 2.26495], [0.17679, 0.24452, 3.75479], [-2.21376, -2.89872, 3.56295], [-1.50151, -3.92936, 4.78824], [-1.05700, -4.08360, 3.10013], [0.42550, 0.12984, 4.80982], [-0.73940, 0.81678, 3.60918], [1.01264, 0.61415, 3.16079], [-0.43485, 1.00579, 0.45718], [0.59933, 0.20241, 0.06224], [0.38261, -0.99798, -0.20008], [1.68457, 0.73596, 0.02887], [-1.15604, 0.37936, 0.36189], [-0.86886, 3.17651, -1.34063], [-1.70976, 4.24909, -1.44169], [-2.96390, 4.06170, -1.39563], [-1.25863, 5.43241, -1.41478], [-1.51956, 2.47434, -1.41240], [-3.29303, 0.23458, -1.60565], [-2.86184, -0.01273, -2.84431], [-2.87021, 0.82226, -3.68174], [-2.37950, -1.13783, -3.01401], [-3.07612, -0.56024, -1.11288], [0.32257, -3.86252, 1.00191], [0.13072, -4.97295, 0.36244], [0.56570, -6.00697, 0.87754], [-0.39620, -4.94156, -0.72928], [-0.17499, -3.71412, 0.19444], [4.27561, -0.00463, 1.96982], [3.83169, -0.63825, 3.01134], [4.53375, -0.59340, 3.99430], [2.84436, -1.36457, 2.94103], [3.58602, -0.30089, 1.37124], [-3.24682, -2.99679, 1.16646], [-3.56135, -1.73167, 1.24180], [-2.67436, -0.90334, 1.56579], [-4.69626, -1.35209, 0.97691], [-4.00267, -3.57824, 1.05602]], "forces_ev_per_a": [[0.6, -1.2, -1.2], [1.0, 2.3, 3.0], [0.8, -1.5, -1.8], [-0.5, 0.9, 1.5], [0.2, -2.0, -0.2], [0.3, 0.5, -0.8], [-1.6, -0.3, -1.0], [-1.1, 0.8, -0.5], [0.1, -0.2, -0.4], [0.3, -0.5, 0.3], [0.7, 0.0, 0.3], [-0.2, 0.3, -0.1], [-0.6, 0.2, 0.3], [0.4, 0.4, 1.5], [1.3, -3.0, -3.9], [-1.9, 3.2, 3.8], [0.0, -1.9, -1.3], [0.1, 0.1, -0.5], [-1.8, 0.9, 0.8], [0.8, 0.0, 0.3], [-0.2, 0.3, 0.2], [-0.2, 0.5, 0.0], [0.9, -0.3, 0.0], [0.0, 0.0, 0.3], [-0.6, -0.1, -0.6], [0.3, -0.2, 0.1], [0.6, 1.7, 1.4], [-1.2, -3.2, -1.1], [0.9, 1.9, 1.1], [-1.2, 0.1, -1.1], [0.8, 0.1, -0.2], [0.9, 0.7, 0.4], [-0.6, -1.0, -0.1], [-0.4, -0.3, 0.2], [-0.6, -0.2, -0.1], [0.1, 0.2, 0.0], [-0.3, -0.1, -0.3], [-0.1, -0.2, 0.2], [0.5, 0.1, -0.3], [0.3, 0.0, 0.6], [-1.4, -1.0, -1.9], [0.4, 1.0, 1.1], [1.2, -0.3, 1.5], [-0.6, 0.9, 0.0], [-0.3, -1.2, 0.0], [-1.0, 0.8, -0.2], [0.1, -0.5, -0.1], [-0.1, 0.1, 0.1], [-0.4, 0.3, 0.4], [0.6, -0.2, -0.8], [0.0, -0.1, -0.3], [0.4, -0.1, -0.3], [-0.9, 1.2, -0.4], [0.9, -3.8, 3.0], [-1.4, 2.0, -4.1], [0.8, 1.3, 3.8], [1.6, -0.3, -0.4], [-1.5, -0.6, -0.4], [-0.1, -1.1, -1.6], [-0.3, -0.1, -0.2], [0.5, 0.4, 0.2], [0.7, 0.5, -0.3], [0.1, -0.3, -0.4], [0.2, 0.0, 0.0], [-0.1, 0.4, 0.4], [0.0, -0.6, 0.0], [-1.0, -1.4, 0.1], [-0.5, -0.2, -0.2], [3.4, 2.4, -0.5], [-1.3, -0.1, 0.2], [0.7, -0.2, -0.4], [-3.5, 4.4, 1.1], [1.6, -1.7, -0.2], [2.0, -1.7, -0.2], [-0.2, -1.0, -0.1], [-1.1, 1.4, 2.7], [1.8, -3.1, -0.4], [-0.7, 4.9, -2.8], [0.8, -2.6, 0.5], [-0.1, -0.4, 0.1], [0.3, 3.3, 1.6], [3.3, -9.4, 2.6], [0.5, -1.2, 1.1], [-2.1, 1.7, -3.9], [-1.9, 5.8, -1.4], [0.2, 1.8, -3.9], [1.5, -2.0, 4.4], [1.8, 1.1, 2.3], [-3.9, -1.1, -1.9], [-0.3, 0.5, -1.2], [1.4, -2.0, 0.4], [0.0, 2.2, 0.0], [1.9, 0.2, 0.5], [-2.6, 0.3, -0.4], [-0.3, 0.3, -0.3]], "e_tot_ev": -77061.83406, "homo_energy_ha": -0.1737, "relative_energy_kcal_mol": 131.3, "charge": -1, "homo_lumo_gap_ha": 0.16599}

{"formula": "C21H46NOP3SeYb", "method": "ωB97M-V with the def2-TZVPD basis set", "symbols": ["Yb", "P", "P", "P", "H", "C", "C", "H", "C", "C", "C", "C", "C", "C", "C", "C", "C", "H", "H", "H", "H", "H", "H", "H", "H", "H", "H", "H", "H", "H", "H", "H", "H", "H", "H", "H", "H", "H", "H", "H", "H", "H", "H", "H", "H", "H", "C", "C", "C", "C", "C", "C", "Se", "H", "H", "H", "H", "H", "H", "C", "N", "C", "C", "C", "O", "H", "H", "H", "H", "H", "H", "H", "H", "H"], "positions_angstrom": [[0.59907, 0.91098, 1.87966], [1.32397, -1.24603, -1.87838], [1.03467, 2.11010, -1.15513], [-0.89703, -2.14459, 0.67483], [-2.99201, 3.53008, 2.92202], [-2.78830, 2.59059, 3.48456], [-1.61898, 1.90415, 3.31201], [-0.91783, 2.36345, 2.57409], [0.35001, -1.33015, -3.43433], [2.87512, -0.62437, -2.63405], [1.84233, -3.01792, -1.92666], [0.20485, 3.34348, -0.05271], [2.64263, 2.95310, -1.40670], [0.40032, 2.65938, -2.79664], [-2.20621, -2.10992, 1.95824], [-0.20943, -3.82780, 1.01549], [-1.89425, -2.75598, -0.73989], [-3.59406, 2.31614, 4.21635], [-1.39182, 1.03848, 3.96668], [0.98792, -1.81012, -4.18348], [0.07110, -0.32690, -3.76303], [-0.56315, -1.91184, -3.28128], [3.23272, -1.39646, -3.32369], [3.62693, -0.46289, -1.85744], [2.73184, 0.30683, -3.18911], [2.44578, -3.14021, -2.83310], [0.97970, -3.68934, -1.98674], [2.44667, -3.27644, -1.05021], [0.45118, 4.34869, -0.42439], [0.54801, 3.32187, 1.01234], [-0.89141, 3.21565, -0.08667], [2.49092, 3.94125, -1.86350], [3.24676, 2.35449, -2.09824], [3.19999, 3.07044, -0.47112], [0.61122, 3.73089, -2.93349], [-0.67360, 2.47848, -2.92795], [0.93356, 2.11729, -3.59055], [-2.59532, -3.12225, 2.10687], [-3.02700, -1.44575, 1.66328], [-1.77962, -1.76234, 2.90769], [-0.99729, -4.42820, 1.47908], [0.65324, -3.77408, 1.68029], [0.10124, -4.31154, 0.08578], [-2.63719, -3.46482, -0.36146], [-1.26507, -3.25904, -1.47789], [-2.41235, -1.95489, -1.26672], [-4.48513, 1.59892, -0.79130], [-4.34837, 2.37239, 0.35368], [-5.47196, 2.87751, 0.99669], [-6.71641, 2.43161, 0.55464], [-6.87564, 1.61489, -0.55662], [-5.74930, 1.29850, -1.34874], [-2.88679, 0.86915, -1.64297], [-3.24771, -0.43294, -1.01999], [-3.37563, 2.51223, 0.77214], [-5.36448, 3.55405, 1.82759], [-7.60507, 2.73537, 1.08409], [-7.84649, 1.23371, -0.86442], [-5.82598, 0.77767, -2.29264], [5.66784, -1.74881, 1.70737], [4.20773, -1.60711, 1.59604], [3.39260, -2.77810, 1.86888], [3.60890, -0.41780, 1.47750], [4.40806, 0.81126, 1.44038], [2.31981, -0.34721, 1.46699], [5.84283, -2.79399, 1.93814], [6.03192, -1.11060, 2.52181], [6.14313, -1.47950, 0.76598], [2.72669, -2.66305, 2.72359], [2.80858, -3.11815, 1.01488], [4.07484, -3.58422, 2.10993], [5.10600, 0.81635, 0.60225], [3.79720, 1.70772, 1.37920], [4.98300, 0.85821, 2.37022]], "forces_ev_per_a": [[-0.5, -0.7, -1.0], [0.9, -1.4, -2.6], [0.1, 0.8, -0.6], [-0.4, -1.1, -0.4], [0.3, -0.9, 0.4], [0.7, -0.3, 0.0], [-1.7, 1.0, 0.3], [-0.6, 0.0, 0.8], [-1.0, 0.7, 0.6], [0.3, 0.9, 0.7], [-0.3, -0.4, 1.2], [-0.3, 0.1, 0.2], [0.5, -0.2, 0.4], [-0.6, -0.4, -0.2], [0.0, 0.5, 0.3], [0.6, 0.3, 0.3], [-0.2, 0.5, -0.5], [1.1, 0.0, -0.7], [0.1, 0.5, -0.6], [0.0, 0.1, 0.2], [0.0, -0.1, -0.1], [0.1, 0.1, -0.1], [-0.1, 0.2, 0.2], [0.1, 0.0, -0.2], [-0.1, -0.1, 0.2], [-0.2, 0.1, 0.2], [0.2, 0.2, 0.1], [-0.1, -0.1, -0.3], [-0.1, -0.2, 0.3], [-0.1, 0.1, -0.5], [0.4, 0.0, 0.1], [0.0, -0.3, 0.2], [0.0, 0.2, 0.2], [0.0, 0.0, -0.2], [-0.1, -0.3, 0.2], [0.3, 0.0, 0.1], [-0.1, 0.1, 0.2], [0.0, 0.2, -0.1], [0.2, 0.0, 0.1], [-0.2, -0.1, -0.1], [0.2, 0.0, -0.1], [-0.1, -0.2, 0.1], [0.0, 0.1, 0.2], [0.1, 0.0, -0.1], [0.0, 0.0, 0.2], [0.0, -0.3, 0.1], [-0.6, 0.2, -0.8], [-0.4, -0.2, -0.2], [-0.1, -0.8, -0.7], [-0.3, 0.2, 0.3], [1.0, -0.1, -1.0], [0.4, 0.2, 1.5], [-0.6, -0.3, 0.8], [0.3, 0.5, -0.4], [0.5, 0.3, 0.1], [-0.2, 0.0, 0.2], [-0.1, 0.1, 0.1], [0.1, 0.3, 0.1], [-0.1, -0.1, 0.1], [-0.2, 0.3, 0.1], [-1.0, 1.4, 0.0], [0.0, -0.8, 0.1], [-0.7, -1.6, 0.2], [0.7, 0.5, 0.1], [1.1, -0.1, 0.2], [0.4, 0.1, 0.0], [0.1, -0.3, -0.2], [0.1, 0.0, 0.1], [0.0, 0.3, 0.0], [0.0, 0.3, -0.1], [0.0, -0.1, 0.0], [0.1, 0.0, 0.1], [-0.1, -0.1, -0.1], [0.2, 0.1, -0.1]], "e_tot_ev": -150775.80802, "homo_energy_ha": [-0.5756, -0.5756], "spin_multiplicity": 2, "s2": 0.7538, "charge": 3, "homo_lumo_gap_ha": [0.24248, 0.13681]}

{"formula": "C21H47BN4O5Si2Sr", "method": "ωB97M-V with the def2-TZVPD basis set", "symbols": ["Sr", "C", "N", "C", "C", "O", "C", "O", "C", "C", "O", "N", "C", "C", "H", "H", "H", "H", "H", "H", "H", "H", "H", "H", "H", "H", "H", "H", "H", "H", "O", "C", "O", "C", "N", "C", "C", "C", "H", "H", "H", "H", "H", "H", "H", "H", "H", "C", "Si", "C", "C", "C", "Si", "C", "C", "C", "H", "H", "H", "H", "H", "H", "H", "H", "H", "H", "H", "H", "H", "H", "H", "H", "H", "H", "H", "B", "C", "N", "H", "H", "H"], "positions_angstrom": [[-0.14274, -0.43349, -0.03355], [-0.65580, 0.97616, 5.18021], [-0.70174, -0.18717, 4.30606], [-0.06853, -1.41086, 4.78421], [-1.12166, -0.11147, 3.03721], [-1.07872, -1.05756, 2.24994], [-1.64621, 1.23763, 2.54454], [-1.90899, 1.13874, 1.16468], [-3.24596, 1.18955, 0.73888], [-3.53026, 0.02530, -0.20926], [-2.61906, -0.71410, -0.57540], [-4.79554, -0.14538, -0.62071], [-5.90636, 0.71714, -0.26102], [-5.12436, -1.25988, -1.49899], [-0.58072, 0.62985, 6.20819], [-1.56255, 1.57254, 5.09828], [0.20817, 1.60978, 4.96687], [-0.55659, -1.74480, 5.69982], [0.98849, -1.23166, 4.98838], [-0.15772, -2.17627, 4.02052], [-0.89292, 2.01720, 2.67740], [-2.53743, 1.53221, 3.10524], [-3.40859, 2.12829, 0.19888], [-3.92914, 1.15675, 1.59082], [-5.57141, 1.62434, 0.23047], [-6.60349, 0.19527, 0.39826], [-6.44307, 1.00801, -1.16493], [-4.26419, -1.91446, -1.58815], [-5.40543, -0.89268, -2.48773], [-5.96295, -1.81587, -1.07794], [0.16209, 3.10639, 0.90285], [0.16584, 3.17366, -0.30324], [-0.71247, 2.51424, -1.06796], [1.17839, 3.97414, -1.10809], [0.80339, 3.93069, -2.52730], [0.33144, 5.27423, -2.88595], [1.11374, 6.23683, -1.99417], [1.26016, 5.45878, -0.67860], [2.13176, 3.46466, -0.96195], [-0.38753, 2.74076, -1.99031], [1.60179, 3.64312, -3.08568], [-0.73900, 5.34708, -2.66673], [0.46422, 5.44980, -3.95191], [0.60376, 7.19115, -1.86212], [2.09448, 6.43454, -2.42970], [0.46616, 5.70123, 0.02875], [2.20740, 5.66731, -0.18683], [0.99771, -5.57481, -0.96957], [0.22013, -3.88505, -0.63851], [-0.21712, -3.18071, -2.34819], [-1.43457, -4.22697, 0.21698], [1.18240, -2.68462, 0.32728], [2.98088, -2.49737, 0.09908], [3.61848, -0.97838, 1.03801], [3.45353, -2.35667, -1.71876], [4.01428, -3.92502, 0.79041], [0.31673, -6.23784, -1.51176], [1.26569, -6.06007, -0.02704], [1.91349, -5.47887, -1.55981], [-0.74394, -3.91794, -2.96108], [0.68153, -2.87600, -2.89143], [-0.87915, -2.30610, -2.28390], [-2.06247, -4.89749, -0.37751], [-1.99648, -3.30335, 0.39126], [-1.27187, -4.69800, 1.19068], [0.97530, -2.85407, 1.39794], [3.08414, -0.06002, 0.77618], [4.67806, -0.79647, 0.83671], [3.51164, -1.14098, 2.11642], [2.81714, -1.65512, -2.26043], [3.37504, -3.33358, -2.20654], [4.48576, -2.01449, -1.83048], [3.81828, -4.06522, 1.85787], [5.08626, -3.74037, 0.66856], [3.77334, -4.86436, 0.28569], [3.53055, 2.03393, -2.81083], [2.41412, 1.22253, -2.04334], [1.55296, 0.68881, -1.48366], [3.86983, 2.94271, -2.07552], [3.02047, 2.45764, -3.83457], [4.44770, 1.29258, -3.06238]], "forces_ev_per_a": [[0.0, -0.3, -0.2], [0.0, 0.0, 0.0], [0.0, 0.0, 0.0], [0.0, 0.0, 0.0], [0.0, 0.0, 0.0], [0.1, 0.1, 0.2], [-0.1, 0.1, 0.0], [-0.2, 0.0, 0.1], [0.0, 0.0, 0.0], [-0.1, -0.1, 0.0], [0.1, 0.1, 0.0], [0.0, 0.0, 0.0], [0.0, 0.0, 0.0], [0.0, 0.0, 0.0], [0.0, 0.0, 0.0], [0.0, 0.0, 0.0], [0.0, 0.0, 0.0], [0.0, 0.0, 0.0], [0.0, 0.0, 0.0], [0.0, 0.0, 0.0], [0.0, 0.0, 0.0], [0.0, 0.0, 0.0], [0.0, 0.0, 0.0], [0.0, 0.0, 0.0], [0.0, 0.0, 0.0], [0.0, 0.0, 0.0], [0.0, 0.0, 0.0], [0.0, 0.0, 0.0], [0.0, 0.0, 0.0], [0.0, 0.0, 0.0], [0.0, -0.1, 0.1], [0.1, 0.0, -0.1], [0.0, 0.0, 0.1], [0.0, 0.0, 0.0], [0.0, 0.0, 0.0], [0.0, 0.0, 0.0], [0.0, 0.0, 0.0], [0.0, 0.0, 0.0], [0.0, 0.1, 0.0], [0.0, 0.0, 0.0], [0.0, 0.0, 0.0], [0.0, 0.0, 0.0], [0.0, 0.0, 0.0], [0.0, 0.0, 0.0], [0.0, 0.0, 0.0], [0.0, 0.0, 0.0], [0.0, 0.0, 0.0], [0.0, 0.0, 0.0], [0.0, 0.0, 0.0], [0.0, 0.0, 0.0], [0.0, 0.0, 0.0], [-0.1, 0.0, 0.1], [0.0, -0.1, 0.0], [0.0, 0.0, 0.0], [0.0, 0.0, 0.0], [0.0, 0.0, 0.0], [0.0, 0.0, 0.0], [0.0, 0.0, 0.0], [0.0, 0.0, 0.0], [0.0, 0.0, 0.0], [0.0, 0.0, 0.0], [0.0, 0.0, 0.0], [0.0, 0.0, 0.0], [0.0, 0.0, 0.0], [0.0, 0.0, 0.0], [0.0, 0.0, 0.0], [0.0, 0.0, 0.0], [0.0, 0.0, 0.0], [0.0, 0.0, 0.0], [0.0, 0.0, 0.0], [0.0, 0.0, 0.0], [0.0, 0.0, 0.0], [0.0, 0.0, 0.0], [0.0, 0.0, 0.0], [0.0, 0.0, 0.0], [0.0, 0.0, -0.1], [-0.1, 0.0, -0.1], [0.3, 0.1, -0.1], [0.0, 0.0, 0.0], [0.0, 0.0, 0.0], [0.0, 0.0, 0.0]], "e_tot_ev": -56009.29946, "homo_energy_ha": -0.2401, "relative_energy_kcal_mol": 17.7, "charge": 0, "homo_lumo_gap_ha": 0.23213}